Here is a 2-piece molecular cluster, C4H10NO3 overall from the OMol25 dataset. Energies are from the ωB97M-V functional and the def2-TZVPD basis.

The geometry in XYZ format:
```
18
Properties=species:S:1:pos:R:3:mulliken_charge:R:1
C 1.103 0.139 0.159 -0.6178
O 1.316 0.465 1.376 -0.8515
C -0.473 0.430 -0.089 0.2866
C -0.991 -0.301 -1.311 -0.3503
C -2.127 -1.253 -1.214 -0.0363
O -2.486 -1.822 -2.198 -0.4912
N -0.895 1.928 -0.027 -0.7576
H 1.736 0.829 -0.474 0.1509
H 1.233 -0.845 -0.196 0.2966
H -0.904 -0.020 0.821 0.1845
H -1.672 0.497 -1.811 0.1715
H -0.097 -0.689 -1.844 0.3257
H -2.787 -0.993 -0.295 0.2660
H -0.608 2.406 -0.909 0.2329
H -0.408 2.378 0.740 0.2909
H 2.686 -1.746 2.768 0.2331
H 2.292 -0.426 2.086 0.4046
O 3.082 -0.977 2.418 -0.7386
```

Properties
Relative energy (zero: lowest compared OMol25 entry of this formula, charge and spin)   3.682 eV
Highest occupied orbital energy   -3.3797 eV
Charge   -1
LUMO energy   3.621 eV

=====

Here is a 2-piece molecular cluster, C4H10NO3 overall from the OMol25 dataset. Energies are from the ωB97M-V functional and the def2-TZVPD basis.

The geometry in XYZ format:
```
18
Properties=species:S:1:pos:R:3:mulliken_charge:R:1
C 2.589 -0.317 -0.632 0.0652
N 1.347 0.132 -0.427 0.1394
C 0.701 0.790 -1.539 -0.9095
C 0.537 -0.140 0.750 -0.6916
C -0.831 -0.956 0.432 -0.3583
O -1.823 -0.128 0.077 -0.8987
O 3.214 -0.190 -1.680 -0.6433
H 3.034 -0.859 0.216 0.2621
H -0.328 0.971 -1.248 0.3438
H 1.218 1.682 -1.888 0.3037
H 0.638 0.153 -2.428 0.2741
H 1.128 -0.696 1.472 0.4580
H 0.109 0.801 1.103 0.2225
H -0.931 -1.324 1.481 0.2025
H -0.517 -1.721 -0.296 0.2816
H -3.823 1.266 1.526 0.2387
H -2.821 0.064 1.177 0.4779
O -3.441 0.471 1.905 -0.7679
```

Properties
Relative energy (zero: lowest compared OMol25 entry of this formula, charge and spin)   2.139 eV
Highest occupied orbital energy   -3.6837 eV
Charge   -1
LUMO energy   3.786 eV

=====

Here is a 2-piece molecular cluster, C4H10NO3S overall from the OMol25 dataset. Energies are from the ωB97M-V functional and the def2-TZVPD basis.

The geometry in XYZ format:
```
19
Properties=species:S:1:pos:R:3:mulliken_charge:R:1
C 0.626 -1.126 -2.087 -0.8904
N -0.618 -1.130 -1.280 -0.6122
C -0.197 -0.793 0.161 0.1925
C -1.554 -0.976 1.023 -0.7851
S -1.365 -0.459 2.713 -0.3163
C 0.258 0.704 0.243 0.5117
O -0.487 1.606 -0.254 -0.8138
O 1.476 0.851 0.656 -0.8176
H 0.453 -1.431 -3.056 0.4074
H 1.472 -1.845 -1.811 0.2567
H 1.098 -0.175 -2.199 0.3190
H -1.126 -0.249 -1.618 0.3314
H 0.587 -1.501 0.528 0.2980
H -2.274 -0.356 0.439 0.2635
H -1.987 -1.927 0.972 0.4987
H -0.041 -0.088 2.830 0.1426
H 0.572 3.111 0.570 0.3310
H 1.758 2.455 1.099 0.4093
O 1.350 3.329 1.071 -0.7264
```

Properties
Relative energy (zero: lowest compared OMol25 entry of this formula, charge and spin)   0.857 eV
Highest occupied orbital energy   -4.9007 eV
Charge   -1
LUMO energy   3.328 eV

=====

Here is a 3-piece molecular cluster, C4H10NO4S overall from the OMol25 dataset. Energies are from the ωB97M-V functional and the def2-TZVPD basis.

The geometry in XYZ format:
```
20
Properties=species:S:1:pos:R:3:mulliken_charge:R:1
O 2.621 0.735 1.722 -0.5138
C 1.626 0.372 2.304 0.0445
N 0.356 0.441 1.751 -0.0600
C 0.114 0.952 0.433 0.0747
C -0.393 2.364 0.520 -0.7833
S -2.047 2.461 1.457 -0.0544
C -1.073 0.150 -0.191 -0.3202
O -1.224 -1.009 -0.047 -0.4692
H 1.689 0.095 3.460 0.2794
H -0.536 0.304 2.207 0.2572
H 0.980 0.923 -0.275 0.3529
H 0.465 3.012 0.938 0.3583
H -0.641 2.791 -0.547 0.3628
H -1.596 0.612 -1.037 0.4376
H -0.443 -2.143 -2.474 0.3019
H -1.205 -0.946 -2.983 0.3180
O -0.660 -1.677 -3.347 -0.6119
H 1.415 -3.448 -1.256 0.3464
H 0.128 -2.571 -1.083 0.3545
O 0.423 -3.419 -1.552 -0.6753
```

Properties
Spin multiplicity   2
Expectation value of S²   0.753
Highest occupied orbital energy (alpha / beta)   -10.2676 / -10.0531 eV
LUMO energy (alpha / beta)   0.211 / -2.999 eV

=====

Here is C4H10NO5S2 as an isolated structure from the OMol25 dataset. Energies are from the ωB97M-V functional and the def2-TZVPD basis.

The geometry in XYZ format:
```
22
Properties=species:S:1:pos:R:3:mulliken_charge:R:1
C 0.110 1.563 2.119 -1.6362
C 1.758 -2.227 -0.698 -1.1729
C -0.377 0.599 1.064 0.1052
C 0.500 -0.819 -0.870 0.1909
N 0.775 0.056 0.289 -0.3300
O -2.735 1.695 0.930 -0.6560
O -2.102 -0.986 -0.018 -0.6257
O -0.909 2.682 -0.542 -0.6152
O -1.153 -1.959 -2.174 -0.6420
O 0.596 -0.267 -2.108 -0.6802
S -1.746 1.242 -0.044 0.7162
S -0.983 -1.829 -0.664 0.4742
H -0.604 1.809 2.872 0.3895
H 0.349 2.436 1.611 0.4023
H 0.933 1.140 2.712 0.3880
H 1.218 -2.946 -1.183 0.5328
H 1.955 -2.355 0.407 0.2398
H 2.662 -1.698 -1.081 0.2725
H -0.859 -0.252 1.436 0.5864
H 1.402 0.710 -0.106 0.3113
H -0.624 2.479 -1.352 0.3055
H -0.165 -1.073 -2.599 0.4436
```

Properties
Relative energy (zero: lowest compared OMol25 entry of this formula, charge and spin)   2.449 eV
Highest occupied orbital energy   -4.5965 eV
Charge   -1
LUMO energy   3.569 eV

=====

Here is one molecule with the formula C4H10NOP from the OMol25 dataset. Energies are from the ωB97M-V functional and the def2-TZVPD basis.

The geometry in XYZ format:
```
17
Properties=species:S:1:pos:R:3:mulliken_charge:R:1
C -0.170 -1.257 0.615 -0.0129
C -0.378 0.614 2.177 -1.1797
C 1.336 0.783 -2.283 -0.8421
C -1.058 -0.162 0.959 -0.3708
N 0.453 -1.260 -0.518 -0.2029
O -1.238 0.429 -2.082 -0.5315
P -0.100 -0.474 -2.190 0.0835
H -0.252 -1.999 1.459 0.3153
H -0.394 0.067 3.101 0.3721
H -1.164 1.526 2.449 0.2549
H 0.594 0.985 2.092 0.4160
H 1.351 1.343 -3.208 0.3277
H 1.043 1.334 -1.371 0.1934
H 2.332 0.212 -2.247 0.2747
H -1.285 0.557 0.233 0.3701
H -1.981 -0.577 1.501 0.2140
H 0.910 -2.123 -0.687 0.3183
```

Properties
Relative energy (zero: lowest compared OMol25 entry of this formula, charge and spin)   2.116 eV
Highest occupied orbital energy (alpha / beta)   -7.3476 / -7.3480 eV
LUMO energy (alpha / beta)   -0.006 / -0.005 eV

=====

Here is an isolated ion of composition C4H10NOS and charge -1 from the OMol25 dataset. Energies are from the ωB97M-V functional and the def2-TZVPD basis.

The geometry in XYZ format:
```
17
Properties=species:S:1:pos:R:3:mulliken_charge:R:1
C -0.479 -1.623 -0.222 -1.4091
C 0.515 -0.471 -0.231 0.4760
C -0.041 0.711 -1.004 -0.7930
S 0.161 0.516 -2.839 -0.2635
N 0.741 -0.042 1.200 -0.5172
C 0.205 1.333 1.633 -0.7198
O -1.086 1.588 1.580 -0.8226
H -0.782 -1.991 -1.210 0.3708
H -1.419 -1.361 0.267 0.3447
H -0.032 -2.461 0.322 0.3608
H 1.495 -0.821 -0.557 0.1783
H 0.520 1.627 -0.828 0.3326
H -1.055 0.970 -0.708 0.4066
H -0.206 -0.771 -2.834 0.0625
H 0.028 -0.586 1.690 0.3063
H 0.856 2.042 1.057 0.3063
H 0.579 1.340 2.685 0.3801
```

Properties
Relative energy (zero: lowest compared OMol25 entry of this formula, charge and spin)   2.650 eV
SMILES   C[C@@H](CS)NC[O-]
Highest occupied orbital energy   -2.7603 eV
Charge   -1
LUMO energy   3.183 eV

=====

Here is a 2-piece molecular cluster, C4H10NOS overall from the OMol25 dataset. Energies are from the ωB97M-V functional and the def2-TZVPD basis.

The geometry in XYZ format:
```
17
Properties=species:S:1:pos:R:3:mulliken_charge:R:1
C 0.757 -1.778 -2.007 0.0044
N 1.286 -0.545 -1.988 -0.1596
O -0.008 -2.222 -1.178 -0.5551
H 1.172 -2.399 -2.816 0.3135
H 0.786 0.284 -1.455 0.0035
H 2.082 -0.353 -2.642 0.1753
C -1.700 0.085 1.081 -1.0549
C -0.216 0.154 1.405 -0.2244
C 0.332 1.513 1.095 -0.7533
S 0.074 1.958 -0.680 -0.6633
H -2.206 1.015 1.395 0.3215
H -2.172 -0.802 1.535 0.3356
H -1.819 -0.087 -0.023 0.2638
H -0.011 -0.051 2.492 0.3114
H 0.276 -0.641 0.812 0.1232
H 1.434 1.515 1.232 0.2572
H -0.066 2.354 1.742 0.3012
```

Properties
Relative energy (zero: lowest compared OMol25 entry of this formula, charge and spin)   0.869 eV
Highest occupied orbital energy   -2.7991 eV
Charge   -1
LUMO energy   3.846 eV

=====

Here is a 2-piece molecular cluster, C4H10NP overall from the OMol25 dataset. Energies are from the ωB97M-V functional and the def2-TZVPD basis.

The geometry in XYZ format:
```
16
Properties=species:S:1:pos:R:3:mulliken_charge:R:1
C 0.549 -1.171 -0.713 -0.0059
C -0.240 -0.067 -0.484 -0.0021
C 0.149 -2.279 -1.611 -1.1518
C 1.253 1.105 0.952 -0.9916
N 0.052 1.021 0.186 -0.3622
P -2.663 1.749 1.771 -0.0587
H 1.550 -1.201 -0.300 0.3401
H -1.219 -0.034 -0.955 0.3110
H 0.656 -2.190 -2.577 0.2740
H 0.436 -3.241 -1.188 0.3191
H -0.924 -2.267 -1.789 0.3229
H 1.407 0.242 1.610 0.3371
H 2.124 1.180 0.290 0.3414
H 1.209 2.013 1.554 0.2727
H -1.926 2.604 2.595 0.0168
H -2.412 2.537 0.658 0.0371
```

Properties
Relative energy (zero: lowest compared OMol25 entry of this formula, charge and spin)   0.422 eV
Spin multiplicity   3
Expectation value of S²   2.034
Highest occupied orbital energy (alpha / beta)   -7.9675 / -9.3667 eV
LUMO energy (alpha / beta)   1.023 / -1.037 eV

=====

Here is an isolated ion of composition C4H10NS and charge -1 from the OMol25 dataset. Energies are from the ωB97M-V functional and the def2-TZVPD basis.

The geometry in XYZ format:
```
16
Properties=species:S:1:pos:R:3:mulliken_charge:R:1
C 0.808 2.376 0.554 -0.9222
N 1.308 1.287 -0.335 -0.4135
C 0.649 -0.066 -0.385 0.5229
C -0.359 -0.221 0.728 -0.8292
S -1.301 -1.771 0.678 -0.6361
C 0.166 -0.243 -1.826 -1.3744
H 1.022 2.127 1.599 0.2857
H -0.242 2.632 0.402 0.2586
H 1.500 3.186 0.312 0.3798
H 1.270 1.762 -1.226 0.2435
H 1.503 -0.728 -0.180 0.0478
H -1.157 0.554 0.677 0.0941
H 0.141 -0.005 1.676 0.2855
H 0.971 -0.131 -2.539 0.3873
H -0.237 -1.240 -1.983 0.3645
H -0.549 0.562 -2.046 0.3057
```

Properties
Relative energy (zero: lowest compared OMol25 entry of this formula, charge and spin)   0.501 eV
SMILES   CN[C@H](C)C[S-]
Highest occupied orbital energy   -2.2091 eV
Charge   -1
LUMO energy   3.817 eV